No. 1
Density functional theory data (the ωB97M-V functional and the def2-TZVPD basis) for a cluster of 2 separate species, C16H25NO4 in total.

```
46
Properties=species:S:1:pos:R:3:forces:R:3
C 0.47166 4.00401 0.23389 -1.029 -0.222 0.263
C -0.11039 3.18934 1.48633 1.939 -0.221 -0.693
C 0.15468 1.64403 1.21639 0.032 -0.438 0.282
C -1.14041 0.72422 1.22850 0.035 0.099 0.236
C -1.73648 0.37911 -0.19193 0.352 0.582 -0.539
C -1.30004 -1.07214 -0.73935 0.493 1.378 -0.656
C 0.16541 -0.86315 -1.27760 0.241 -1.262 2.073
C 1.24660 -1.07999 -0.27031 1.479 0.975 -2.914
C 2.65358 -0.85647 -0.65312 -1.745 0.394 -1.862
C 3.89541 -0.98460 0.28674 -0.658 0.325 -0.086
C 3.96437 -2.31334 1.14004 0.880 1.292 0.393
C 2.85286 -2.47140 2.23054 -1.130 -2.040 0.266
O 2.46802 -3.58888 2.51564 0.584 1.223 -0.585
O 2.23280 -1.39566 2.88008 0.727 -0.218 -1.814
C 2.88176 -0.42720 -2.08844 -3.164 -0.342 0.191
C 1.74138 -0.27885 -3.00142 1.433 -0.144 1.489
N 0.41970 -0.49442 -2.58647 1.941 -0.396 2.005
H -0.30708 3.93428 -0.57930 0.853 0.376 0.646
H 0.66395 5.07315 0.51884 -0.241 -0.963 -0.502
H 1.41051 3.54407 -0.18572 -0.810 0.472 0.700
H -1.19455 3.41751 1.67157 1.174 -0.174 -0.113
H 0.55861 3.47852 2.35533 -1.246 -0.213 -0.681
H 0.86014 1.21433 1.99830 -0.725 0.718 -0.776
H 0.73141 1.55909 0.24071 -0.843 -0.036 0.988
H -0.89454 -0.21939 1.81326 -0.428 0.878 -0.754
H -1.92811 1.25277 1.84547 0.742 -0.692 -0.774
H -2.85327 0.51691 -0.23376 0.839 -0.574 0.368
H -1.31577 1.13923 -0.92922 -0.484 -0.723 0.777
H -1.31490 -1.78383 0.12587 0.109 0.440 -1.054
H -1.99071 -1.40573 -1.57299 0.762 0.321 1.025
H 0.97798 -1.37809 0.76765 0.076 0.356 -1.276
H 3.86328 -0.09100 0.98647 0.054 -1.001 -0.771
H 4.81389 -0.88486 -0.35977 -0.923 -0.172 0.774
H 4.06456 -3.21701 0.46867 -0.693 0.877 1.054
H 4.94879 -2.26746 1.70792 -1.122 -0.024 -0.578
H 1.28558 -1.64796 2.94288 0.786 -0.048 0.547
H 3.89113 -0.20342 -2.50551 -0.998 -0.322 0.563
H 1.87633 0.02240 -4.07792 -0.173 -0.387 1.427
H -0.36592 -0.38384 -3.24084 0.495 -0.052 0.469
C -5.61653 -1.42883 -1.09840 -0.186 -0.293 -0.277
C -5.39496 0.00207 -0.59306 -0.271 0.083 -0.222
O -5.81035 0.91126 -1.34167 0.351 0.060 0.297
O -4.81511 0.08734 0.52322 0.320 0.201 -0.127
H -6.12061 -1.43397 -2.06655 0.031 0.047 0.049
H -4.65402 -1.93890 -1.20579 -0.021 -0.091 0.136
H -6.23062 -1.98323 -0.38514 0.161 -0.047 0.038
```
Positions in Å, forces in eV/Å.

Results
HOMO energy, Ha: -0.2370
LUMO energy, eV: -2.18
ΔE to the lowest compared entry with this formula, charge and spin, kJ/mol: 566.8
Frontier orbital gap, Ha: 0.157
DFT total energy, eV: -26673.5641
F_max, eV Å⁻¹: 3.4

These are the Löwdin partial charges, in e, on atoms 1 to 2:
1. C -0.13
2. C -0.22

No. 2
Density functional theory data (the ωB97M-V functional and the def2-TZVPD basis) for a cluster of 2 separate species, C15H11F3N3O5S in total.

```
38
Properties=species:S:1:pos:R:3:forces:R:3
F 2.51001 1.77505 -2.16742 -0.610 0.089 -0.550
C 1.17110 1.78918 -2.22473 -0.031 -0.429 1.497
F 0.72758 2.90060 -2.82607 0.383 -0.368 -0.805
F 0.70937 0.69702 -2.84649 0.432 0.652 -0.694
S 0.54886 1.77270 -0.52583 0.659 -0.066 0.606
N -1.06084 1.80286 -0.97357 0.857 0.339 0.331
C -1.81538 0.65488 -1.16753 -0.477 -2.707 0.054
O -1.48064 -0.50385 -1.05291 0.051 1.532 -0.045
C -3.16018 1.12213 -1.52906 -0.707 0.871 -0.266
C -3.15684 2.51142 -1.52460 -0.676 -0.831 -0.266
C -4.29681 3.21653 -1.86170 0.473 0.353 0.116
C -5.43285 2.50685 -2.19852 -0.135 0.072 -0.007
C -5.43325 1.11960 -2.19900 -0.151 -0.042 -0.020
C -4.29652 0.41339 -1.86490 0.503 -0.361 0.125
C -1.80422 2.96295 -1.15500 -0.385 1.771 0.058
O -1.44807 4.11292 -1.02358 0.157 -0.934 -0.018
H -4.27241 4.29379 -1.86922 -0.074 0.183 0.005
H -6.33213 3.03842 -2.46483 -0.128 0.078 -0.048
H -6.33011 0.58356 -2.46533 -0.137 -0.044 -0.047
H -4.26343 -0.66372 -1.87031 -0.065 -0.177 0.001
C 0.67542 -3.59385 2.11665 -0.133 -0.196 0.115
N 1.73835 -2.67598 1.79938 1.064 0.430 0.916
C 1.78412 -2.12751 0.50942 0.492 0.855 -1.323
O 0.95848 -2.47308 -0.33394 -0.928 -0.785 0.053
C 2.79177 -1.18890 0.22729 -0.016 -0.460 1.327
C 3.75198 -0.83653 1.19392 -0.690 0.247 -1.704
O 4.63378 -0.01115 0.96124 1.119 0.597 0.682
N 3.68193 -1.45829 2.44727 -1.004 -0.835 0.096
C 4.69304 -1.13536 3.41904 0.120 -0.001 0.254
C 2.68133 -2.37014 2.77872 0.023 0.325 -0.697
O 2.63530 -2.87915 3.88450 -0.041 -0.333 0.717
H 0.79442 -3.95203 3.13902 0.085 0.132 -0.155
H -0.28078 -3.08616 2.00966 -0.142 -0.066 -0.057
H 0.70385 -4.43083 1.42262 -0.119 -0.061 -0.054
H 2.82534 -0.73163 -0.74400 0.061 -0.014 -0.096
H 4.50730 -1.69346 4.33435 -0.081 0.011 -0.140
H 5.67192 -1.39498 3.02081 0.117 0.099 0.020
H 4.66924 -0.06726 3.62467 0.132 0.075 0.018
```
Positions in Å, forces in eV/Å.

Results
HOMO energy, Ha: -0.1284
LUMO energy, eV: 1.45
ΔE to the lowest compared entry with this formula, charge and spin, kJ/mol: 0.0
Frontier orbital gap, Ha: 0.182
DFT total energy, eV: -49432.5909
F_max, eV Å⁻¹: 2.7
Total charge: -1

These are the Löwdin partial charges, in e, on atoms 1 to 2:
1. F 0.11
2. C -0.85

No. 3
Density functional theory data (the ωB97M-V functional and the def2-TZVPD basis) for the molecule C16H24N2O3S.

```
46
Properties=species:S:1:pos:R:3:forces:R:3
C 4.97955 1.03657 0.60417 -0.213 -0.211 0.122
H 5.86237 0.40182 0.62027 0.141 -0.025 -0.004
H 4.99105 1.66379 1.49250 0.058 0.109 0.085
H 5.03505 1.67995 -0.27100 0.024 0.097 -0.116
C 3.71263 0.18791 0.56037 0.084 0.235 -0.255
C 3.69021 -0.71054 -0.67390 -0.094 -0.233 0.364
C 2.40893 -1.53535 -0.72305 0.080 0.297 -0.164
H 2.41688 -2.15842 -1.61929 -0.086 -0.073 0.035
H 2.37163 -2.19954 0.14372 -0.002 -0.132 0.049
C 1.15291 -0.65414 -0.74125 -0.182 -0.225 0.097
C 1.19489 0.23257 0.51038 0.568 0.015 -0.397
C 2.47074 1.07612 0.54020 -0.101 -0.219 0.205
H 2.50047 1.71764 -0.34179 0.017 0.012 0.022
H 2.44703 1.71554 1.42645 0.004 0.047 0.013
H 1.16465 -0.39721 1.40554 -0.007 0.037 -0.114
O 0.03738 1.07589 0.68593 -0.116 -0.237 0.308
C -0.22526 2.05573 -0.16176 -0.339 0.516 0.065
O 0.36281 2.30836 -1.17841 0.079 -0.035 -0.137
C -1.41475 2.86693 0.34206 -0.159 -0.293 -0.187
H -1.19298 3.92994 0.26226 0.004 -0.061 -0.013
H -1.69072 2.57302 1.35272 0.049 0.152 -0.051
S -2.86404 2.57975 -0.71735 0.063 0.274 -0.160
C -3.54845 1.16735 0.06671 0.261 0.120 0.445
N -3.10273 0.78607 1.21887 0.229 0.438 -0.198
C -3.66550 -0.32118 1.76068 -0.393 -0.365 -0.139
C -4.65127 -1.03418 1.16629 0.091 -0.054 0.205
C -5.17524 -0.62142 -0.11367 0.132 0.139 0.059
O -6.04821 -1.14425 -0.76639 -0.229 -0.155 -0.155
N -4.54079 0.54023 -0.59859 -0.012 0.098 -0.111
H -4.85155 0.88689 -1.49944 0.015 -0.134 0.087
H -5.07299 -1.91696 1.61599 -0.046 -0.077 0.039
H -3.25514 -0.59793 2.72203 -0.071 -0.159 0.077
H 1.20732 0.00106 -1.61622 0.044 -0.012 0.040
C -0.11232 -1.53469 -0.88115 -0.110 0.193 0.011
C -1.22602 -0.81550 -1.63991 0.174 -0.169 0.047
H -2.05911 -1.49337 -1.81750 -0.129 -0.045 -0.033
H -0.86985 -0.44830 -2.59973 -0.009 0.080 -0.108
H -1.59429 0.02865 -1.06615 -0.050 0.091 0.009
C -0.64771 -2.05326 0.45231 0.151 -0.047 -0.243
H -1.03044 -1.23522 1.05754 -0.045 0.086 0.105
H -1.46384 -2.75012 0.27215 -0.084 -0.078 0.041
H 0.12564 -2.57692 1.00954 0.059 -0.087 0.156
H 0.17931 -2.40264 -1.48468 0.021 0.047 0.033
H 4.55445 -1.37770 -0.66389 0.081 0.025 -0.054
H 3.75661 -0.08940 -1.56958 0.053 0.065 -0.082
H 3.68066 -0.44358 1.45601 -0.006 -0.046 0.002
```
Positions in Å, forces in eV/Å.

Results
HOMO energy, Ha: -0.3298
LUMO energy, eV: 0.44
ΔE to the lowest compared entry with this formula, charge and spin, kJ/mol: 3.0
Frontier orbital gap, Ha: 0.346
SMILES: CC(C)[C@@H]1CC[C@@H](C)C[C@H]1OC(=O)CSc1nccc(=O)[nH]1
DFT total energy, eV: -36940.9595
F_max, eV Å⁻¹: 0.7

These are the Löwdin partial charges, in e, on atoms 1 to 2:
1. C -0.07
2. H 0.08